1.
Entry from the OMol25 dataset: 2 unconnected molecules or ions with the total composition C2H3FINO in a non-equilibrium geometry (ωB97M-V/def2-TZVPD).

Values from the calculation:
**Largest force on an atom**: 3.4 eV/A
**Energy above the lowest of the compared OMol25 structures with the same formula, charge and spin**: 87.1 kcal per mole
**E**: -605.3888 a.u.
**Orbital gap (spin up / spin down)**: 8.3954 / 7.8423 eV

Each line ends with the Löwdin charge.
Cartesian coordinates (Å):
C1 0.0004 -0.4942 0.1143  -0.24
C2 -1.3969 -0.2961 0.2490  -0.21
N1 1.7631 1.4113 -0.0937  -0.59
O1 0.6287 -1.4333 -0.1626  0.00
F1 -1.7499 0.9734 0.5467  0.00
I1 3.1960 0.0222 -0.2163  0.73
H1 -1.5985 -0.9893 1.1270  0.16
H2 -2.0502 -0.7722 -0.4913  0.15
H3 1.2073 1.5781 -1.0732  0.00

Cartesian forces (eV/Å) of the 2 atoms listed first:
C 2.343 0.896 -1.048
C -2.328 -1.590 1.968

***

2.
Entry from the OMol25 dataset: 2 unconnected molecules or ions with the total composition C3H6NO3S2 in a non-equilibrium geometry (ωB97M-V/def2-TZVPD).

Values from the calculation:
**Largest force on an atom**: 4.4 eV/A
**Energy above the lowest of the compared OMol25 structures with the same formula, charge and spin**: 58.9 kcal per mole
**E**: -1194.7196 a.u.
**Total charge**: -1
**Orbital gap (spin up / spin down)**: 5.9011 / 8.1128 eV

Each line ends with the Löwdin charge.
Cartesian coordinates (Å):
C1 1.5764 0.2074 -0.0991  -0.61
C2 -0.2197 -0.5542 1.2740  -0.10
C3 0.3541 -1.8373 -0.8345  -0.04
N1 0.6399 -0.6845 0.0996  -0.31
O1 -1.1361 2.1577 1.1791  -0.47
O2 -0.8390 4.0068 -0.5336  -0.45
O3 -1.5502 1.7051 -1.1911  -0.47
S1 2.4875 0.2878 -1.4849  0.53
S2 -0.8216 2.5607 -0.2089  0.50
H1 0.0021 0.4974 1.5594  0.06
H2 -1.2707 -0.6757 1.0762  0.08
H3 -0.0018 -1.3699 2.0306  0.09
H4 0.0153 -2.6826 -0.1539  0.10
H5 -0.4969 -1.6059 -1.4409  0.08
H6 1.2608 -2.0128 -1.2718  0.00

Cartesian forces (eV/Å) of the 2 atoms listed first:
C 0.053 -0.942 -2.366
C 1.210 -0.046 0.924

***

3.
Entry from the OMol25 dataset: a molecular structure, C17H52BeF3N8O19S in a non-equilibrium geometry (ωB97M-V/def2-TZVPD).

Values from the calculation:
**Largest force on an atom**: 4.2 eV/A
**E**: -3259.1122 a.u.
**Total charge**: +1
**Orbital gap**: 10.2194 eV

Each line ends with the Löwdin charge.
Cartesian coordinates (Å):
Be1 1.6172 1.2150 -1.5380  0.03
C1 0.2311 -0.3863 2.1049  -0.62
F1 0.6231 -1.5449 1.5227  0.11
F2 -1.1014 -0.1304 2.0750  0.13
F3 0.5919 -0.4448 3.3681  0.16
S1 1.2143 0.9605 1.2698  0.59
O1 0.6170 2.1417 1.6981  -0.24
O2 2.5636 0.7340 1.7775  -0.27
O3 1.0342 0.5897 -0.1846  -0.24
C2 4.1901 1.2595 -0.6339  -0.55
O4 3.2690 0.8046 -1.3880  0.04
N1 4.3611 2.5459 -0.3199  0.22
N2 5.0850 0.3387 -0.1735  0.21
H1 5.0936 2.7914 0.3250  0.11
H2 4.1316 3.1778 -1.1008  0.14
H3 5.9660 0.5909 0.1210  0.08
H4 4.7093 -0.6206 -0.1120  0.15
C3 -2.6480 4.4862 0.3309  -0.64
O5 -2.3970 4.9778 -0.7651  -0.01
N3 -3.4802 5.1439 1.2041  0.19
N4 -2.2248 3.2765 0.7142  0.20
H5 -3.9007 5.9552 0.8824  0.09
H6 -3.6468 4.7304 2.1038  0.10
H7 -1.9471 3.2286 1.6643  0.06
H8 -1.4565 2.9193 0.1888  0.07
C4 0.4287 3.6698 -1.8339  -0.49
O6 1.4526 2.8777 -1.9414  0.02
N5 -0.8390 3.2196 -2.1852  0.20
N6 0.5779 4.9278 -1.3885  0.21
H9 -1.6312 3.7535 -1.7638  0.07
H10 -0.8840 2.2488 -2.3526  0.08
H11 -0.2139 5.5868 -1.1771  0.14
H12 1.5174 5.1282 -1.1549  0.11
C5 0.8682 -0.7455 -3.0860  -0.54
O7 1.0564 0.4156 -2.6414  0.01
N7 0.1265 -0.8516 -4.2056  0.24
N8 1.4315 -1.6943 -2.4318  0.27
H13 -0.1164 -1.8225 -4.4062  0.08
H14 -0.2341 -0.0579 -4.6291  0.10
H15 1.8302 -1.3117 -1.5422  0.15
H16 1.4395 -2.6554 -2.7138  0.07
C6 -4.5616 0.0761 -4.9538  -0.26
C7 -4.1237 0.2253 -3.5264  -0.18
O8 -2.7770 -0.3129 -3.2450  -0.12
O9 -4.9429 -1.2470 -5.2191  -0.03
H17 -3.7177 0.2909 -5.6624  0.14
H18 -5.3708 0.7347 -5.1966  0.12
H19 -4.8499 -0.2600 -2.8062  0.15
H20 -4.0664 1.3211 -3.3360  0.13
H21 -2.7553 -1.0404 -3.9254  0.10
H22 -4.4256 -1.5970 -5.9106  0.07
C8 1.1073 -5.2857 -3.9889  -0.20
C9 -0.3735 -5.0026 -4.0035  -0.18
O10 -0.5766 -3.5619 -3.9976  -0.12
O11 1.6461 -4.4418 -2.9769  -0.09
H23 1.7074 -5.0130 -4.9347  0.16
H24 1.3556 -6.2735 -3.7327  0.10
H25 -0.8354 -5.3814 -3.0676  0.14
H26 -0.8876 -5.4235 -4.9042  0.14
H27 -0.9617 -3.3917 -3.1221  0.06
H28 1.1715 -4.6492 -2.1997  0.04
C10 1.2446 -5.8997 0.9933  -0.21
C11 2.6488 -5.3901 1.3561  -0.25
O12 2.4512 -4.0212 1.5816  -0.09
O13 0.5150 -4.8922 0.2688  -0.10
H29 0.7230 -6.1813 1.9366  0.13
H30 1.4317 -6.7288 0.3632  0.10
H31 3.3076 -5.5713 0.5354  0.10
H32 3.1048 -5.9107 2.2377  0.14
H33 3.1153 -3.6544 2.2127  0.12
H34 0.2643 -4.1192 0.8498  0.10
C12 -0.8222 3.1592 5.2429  -0.19
C13 -2.3111 3.1110 4.9349  -0.27
O14 -2.5033 2.4180 3.7289  -0.11
O15 -0.3363 1.7506 5.3136  -0.07
H35 -0.6609 3.7936 6.1382  0.12
H36 -0.3434 3.7040 4.3933  0.12
H37 -2.7719 4.0693 4.9000  0.10
H38 -2.9737 2.5659 5.7434  0.16
H39 -2.1506 1.4666 3.7750  0.12
H40 0.5717 1.8016 5.5611  0.05
C14 3.9608 3.1811 5.2775  -0.27
C15 3.8270 3.9596 3.9484  -0.21
O16 4.1042 3.1662 2.7744  -0.07
O17 3.7746 4.0320 6.3827  -0.07
H41 5.0601 2.9086 5.3058  0.13
H42 3.4049 2.2274 5.3099  0.12
H43 4.6152 4.7270 3.8884  0.12
H44 2.8333 4.4390 4.0170  0.12
H45 3.2549 2.9078 2.5123  0.01
H46 3.8225 3.4623 7.1628  0.09
C16 -2.8534 -2.6761 -0.5154  -0.24
C17 -3.7630 -3.8001 -0.2079  -0.25
O18 -3.8942 -3.8635 1.2272  -0.08
O19 -2.6777 -2.5951 -1.9251  -0.08
H47 -1.8982 -2.7124 0.0594  0.12
H48 -3.3028 -1.7332 -0.1702  0.13
H49 -3.4471 -4.7989 -0.6511  0.14
H50 -4.7841 -3.6643 -0.6066  0.13
H51 -4.8212 -4.1564 1.3666  0.10
H52 -2.7889 -1.6781 -2.1948  0.02

Cartesian forces (eV/Å) of the 2 atoms listed first:
Be 1.468 1.223 0.452
C 0.638 0.409 -0.476

***

4.
Entry from the OMol25 dataset: C5H6O in the gas phase in a non-equilibrium geometry (ωB97M-V/def2-TZVPD).

Values from the calculation:
**Largest force on an atom**: 1.3 eV/A
**Energy above the lowest of the compared OMol25 structures with the same formula, charge and spin**: 81.6 kcal per mole
**E**: -269.2163 a.u.
**Orbital gap**: 9.2509 eV

Each line ends with the Löwdin charge.
Cartesian coordinates (Å):
C1 -0.8023 -1.7545 -0.3663  0.03
C2 0.4203 -1.3264 -0.1551  -0.01
C3 0.5773 -0.0262 0.0675  -0.30
C4 -0.7249 0.7722 0.1804  -0.06
C5 1.8096 0.7524 0.1488  -0.24
O1 1.7878 1.9646 0.1308  0.04
H1 -1.2198 -1.5868 -1.3560  0.09
H2 -1.4581 -1.9431 0.4762  0.09
H3 -1.1792 0.6221 1.1712  0.10
H4 -0.4520 1.8063 0.0477  0.06
H5 -1.5177 0.5312 -0.5515  0.08
H6 2.7592 0.1881 0.2062  0.12

Cartesian forces (eV/Å) of the 2 atoms listed first:
C -0.075 -1.032 -0.142
C -1.007 0.851 -0.006